Entry 1:
H39O19 as an isolated structure. Source: OMol25; level of theory: wB97M-V/def2-TZVPD.

Energy relative to the best compared isomer or geometry (same formula, charge and spin): 92.4 kcal per mole
Kohn-Sham gap: 10.3 eV
Total charge: +1
E_HOMO: -13.163 eV

XYZ file:
```
58
Properties=species:S:1:pos:R:3:forces:R:3:lowdin_charge:R:1
O -4.049588 1.028639 1.233814 -0.7 1.2 0.8 -0.04
H -0.133028 3.591020 -3.659662 -0.3 0.1 -0.4 0.07
H -4.127867 -1.459099 2.975367 -0.4 -0.4 0.4 0.05
O 2.827070 -1.118988 0.421153 -0.5 4.9 -1.1 -0.01
H 2.503929 -3.486696 2.722269 -0.3 -0.1 -0.5 0.04
O -0.314395 -4.259890 -0.582718 -1.0 -1.8 0.2 -0.10
O 1.859619 -3.207059 3.368243 1.7 0.1 1.8 -0.01
O -0.820147 -0.724813 2.106832 -0.8 1.2 0.3 -0.09
O -1.523289 1.077743 -0.018512 0.6 -1.3 -0.4 -0.06
O 0.364867 -0.664622 4.499902 0.4 -0.3 -0.6 -0.03
H 0.021440 -1.888356 0.739784 -1.0 0.7 -0.6 0.09
H -1.300734 -4.370422 -0.666451 1.3 0.6 -0.2 0.06
O 0.423712 -1.536225 -0.085998 2.0 1.0 0.8 0.00
O 2.024935 0.358449 2.337782 0.2 -0.6 3.0 -0.12
H -1.892708 0.886947 -4.635287 -0.3 -0.1 -0.1 0.05
O -1.196863 -0.663861 -1.926366 1.6 -0.3 -0.4 -0.06
O 3.069616 -3.300401 -0.905784 -0.9 -0.7 -0.6 -0.04
H -0.042275 -5.212298 -0.579411 -0.1 1.2 0.0 0.07
H -0.190020 -0.023435 1.911569 0.3 0.2 0.0 0.01
H -1.434402 0.194493 -1.576091 0.5 1.0 0.2 0.03
H -1.788147 -2.074892 -2.108783 -0.1 -0.1 0.1 -0.06
H 1.581154 -0.310373 2.982400 0.6 1.4 -1.1 0.06
H 2.847667 -0.513256 -0.441525 0.3 -2.2 1.8 0.19
O 0.440262 3.002813 -4.166974 0.2 1.6 0.0 0.00
O -2.055465 -2.926772 -2.457394 -0.8 -0.9 -0.5 -0.07
H 0.853460 3.609326 -0.510190 0.7 -0.1 -0.2 -0.04
H 3.181277 -0.345042 1.047824 -1.2 -1.7 -0.5 0.13
H -1.471421 -0.235691 2.690056 0.7 -1.6 -0.6 0.07
O 1.592789 3.049331 -1.971912 0.0 0.8 -3.0 -0.15
H -1.274334 0.282841 -3.332264 0.2 0.4 -2.0 0.01
H -2.534760 3.514302 -1.684344 0.0 -0.5 -0.2 0.07
H 2.225397 -3.675666 -1.193057 0.2 -0.5 -1.2 0.03
H -3.618542 -0.440030 2.006975 0.0 0.1 0.4 -0.01
O -1.962153 2.734387 -1.807854 0.5 1.9 -0.5 -0.07
H 2.690802 -3.033468 -0.084174 0.6 0.6 1.3 -0.03
O -1.065187 0.567185 -4.271631 -0.1 -0.1 1.0 -0.07
O -3.342782 -0.961538 2.775692 0.2 0.0 -0.2 -0.06
H -4.516197 1.884604 1.392403 0.5 -1.1 -0.4 0.11
H 0.292630 -0.035967 5.208771 0.0 0.3 0.7 0.06
H -0.224128 -0.834460 -2.084570 -1.7 0.7 0.0 0.14
H 0.714721 -1.484587 4.865172 0.0 0.0 0.3 0.06
H 1.955583 3.904951 -2.279953 0.5 -0.1 1.3 0.06
H -0.157174 2.441610 -4.636019 -0.5 -1.4 -0.4 0.04
H 4.902128 1.556509 0.333868 -0.1 0.4 0.2 0.07
H 1.022999 -2.993166 3.029845 -1.6 0.1 -1.3 0.00
H -3.760127 0.972501 0.333239 -0.2 0.5 -1.0 0.04
H 3.894096 2.434963 1.150658 0.1 0.6 0.0 0.05
H 1.609034 -1.115869 0.499328 1.4 -1.0 -1.0 0.15
H -1.085034 3.175599 -1.703161 -0.6 -0.8 0.2 0.03
H 1.236364 2.933804 -2.974741 0.4 -1.5 2.3 0.02
H 2.638638 0.817892 2.989574 -1.1 -0.6 -1.3 0.10
H 0.108549 -0.641733 -0.377691 -0.6 -1.2 1.2 0.08
O 0.386109 4.270523 0.007022 -1.1 0.5 0.7 -0.08
H -2.698693 -2.687573 -3.141506 0.2 -0.3 0.2 0.05
H -1.935202 1.464938 0.737242 -0.3 1.0 0.9 0.04
H 0.960193 4.747814 0.610801 0.2 -0.2 -0.2 0.03
H -1.767287 0.153378 0.095217 0.1 -0.4 0.6 0.03
O 4.052911 1.569695 0.791225 0.0 -1.2 -0.3 -0.03
```
Positions in Å, forces in eV/Å.

=====

Entry 2:
A 19-piece molecular cluster, H39O19 overall. Source: OMol25; level of theory: wB97M-V/def2-TZVPD.

Energy relative to the best compared isomer or geometry (same formula, charge and spin): 69.8 kcal per mole
Kohn-Sham gap: 10.5 eV
Total charge: +1
E_HOMO: -13.322 eV

XYZ file:
```
58
Properties=species:S:1:pos:R:3:forces:R:3:lowdin_charge:R:1
H -3.667847 -2.409780 -1.764140 0.1 0.9 0.7 0.09
H -0.166526 4.578538 2.396468 0.1 0.2 0.4 0.07
O 3.768463 -0.063827 -1.120366 -0.7 -0.7 -0.1 -0.06
H -4.359695 -1.353755 1.748415 -0.4 -0.1 0.1 0.05
O -0.228819 3.661502 2.120464 -0.3 0.2 -1.5 -0.05
H 2.431894 -3.625290 0.113744 -0.4 1.2 0.1 0.04
H 1.698294 -2.778250 -3.961499 0.8 1.0 0.4 0.09
O -2.945489 2.192112 -2.198754 0.4 -0.8 0.8 -0.07
H 3.248289 2.438827 -0.141114 -0.1 0.2 0.2 0.00
O 2.337883 -3.167588 0.959779 0.3 -1.0 1.0 -0.06
H 4.321274 -0.402459 -0.421145 0.3 -0.1 0.3 0.04
H 2.385713 2.851626 -2.313576 0.0 -0.9 0.5 0.09
O 2.417907 1.946326 -1.925239 -0.1 1.1 -0.9 -0.09
O -0.002124 0.217527 -0.723269 -0.2 -0.5 -2.9 0.13
H -1.718928 1.910643 3.252495 1.4 -0.7 1.2 0.09
O -0.957339 1.507540 3.773950 -1.5 1.2 -0.1 -0.08
O 0.127087 0.862464 1.501924 -1.1 1.1 1.0 -0.08
H -0.643541 -1.091526 -3.523135 -0.4 -0.4 -0.1 0.07
O -0.338504 -3.664371 -1.091862 0.7 -0.9 0.3 -0.06
H 0.491643 1.034668 -0.564597 -0.1 0.2 -0.1 0.10
H 0.407998 -3.771869 -1.702058 -0.1 0.2 0.1 0.02
O -0.805316 -1.731828 0.925878 0.4 0.0 3.4 -0.10
H -2.660909 2.790323 -1.489454 -0.5 0.1 -0.3 0.04
H 1.703765 0.275646 1.560313 2.0 0.0 -0.1 0.00
H -0.058265 -4.243303 -0.350071 -0.4 0.6 -0.5 0.07
H -0.606959 2.274069 4.271660 -0.2 -0.6 -0.4 0.07
H -0.092099 1.791263 1.759335 0.6 -0.8 0.2 0.05
O -3.673404 -0.723451 1.961478 -0.3 0.6 1.2 -0.04
H -1.992263 -0.236133 0.799365 -0.7 -1.1 -0.5 -0.01
O -0.434403 2.394788 -1.843457 -0.3 1.6 -2.3 -0.08
H -2.869719 -0.494810 -0.565983 0.3 -0.5 0.8 0.03
H 0.238994 -0.473619 -0.095992 -0.4 -0.6 0.4 0.09
H -0.519081 -2.467599 -2.948028 0.0 0.0 -0.1 0.01
H -0.620750 -1.656162 1.952862 0.1 -0.3 -2.3 0.08
O -2.435464 0.153906 0.041573 0.7 2.4 -2.2 -0.10
H 2.324482 -0.359905 2.700631 1.6 0.6 -2.0 0.07
H -0.479981 3.333789 -2.106583 0.8 0.4 1.4 0.09
H -2.537319 1.376509 -1.816786 -1.1 0.6 -0.6 0.02
H -4.110501 0.044462 2.387764 0.2 -0.9 -0.5 0.08
O 0.274445 -1.317030 3.347611 0.6 0.6 1.7 -0.05
H 1.957565 -2.284079 1.020190 0.2 -0.2 -1.0 0.00
H -0.326664 3.762038 1.144930 0.2 -0.1 0.9 0.08
H -0.920328 2.241481 -2.694027 0.0 -1.4 0.8 0.08
H 4.260391 0.577433 -1.622701 0.4 0.4 -0.1 0.03
H -1.052234 0.327876 -0.811691 0.6 -0.3 1.5 0.12
O 2.656597 0.009912 1.797161 -3.1 -0.8 2.2 -0.12
H 2.191300 -1.576751 -2.901101 0.9 -0.1 -0.5 0.03
O -1.159730 -1.908398 -3.407624 0.6 0.2 -0.3 -0.04
H 1.956243 1.398320 -2.572608 0.1 0.1 0.1 0.05
H -2.341094 -2.091790 -2.349123 -0.3 1.6 1.2 0.03
H -0.636197 0.357662 1.846118 0.8 0.4 -0.1 0.04
H 0.219892 -0.395535 3.673525 -0.4 -0.1 -0.5 0.05
O -2.969404 -1.732002 -1.625132 -0.5 -2.3 -1.5 -0.10
H -1.372729 -2.512803 0.928927 0.0 0.1 -0.7 0.07
H 3.100214 2.976255 1.281569 0.1 0.0 -0.1 0.03
O 1.564959 -2.247491 -3.157212 -1.4 -1.0 0.2 -0.04
H 0.525840 -1.762969 4.182825 -0.3 -0.3 -0.8 0.11
O 3.092471 3.256867 0.357376 -0.1 -0.3 0.2 -0.07
```
Positions in Å, forces in eV/Å.

=====

Entry 3:
H39O19 as an isolated structure. Source: OMol25; level of theory: wB97M-V/def2-TZVPD.

Energy relative to the best compared isomer or geometry (same formula, charge and spin): 51.2 kcal per mole
Kohn-Sham gap: 10.2 eV
Total charge: +1
E_HOMO: -13.184 eV

XYZ file:
```
58
Properties=species:S:1:pos:R:3:forces:R:3:lowdin_charge:R:1
O -0.845890 -4.281979 -0.731853 -0.2 -0.2 0.2 -0.07
O -3.136580 2.399441 -3.213748 -0.1 0.3 0.1 -0.04
H 1.864492 -0.728283 2.817767 0.2 0.0 0.0 0.06
H 3.552489 2.547412 3.060751 0.5 0.1 0.0 0.05
H 0.145607 2.925580 -1.849147 0.3 -0.3 -0.2 0.01
O -0.621125 0.089419 0.093110 -0.4 -0.8 0.3 -0.03
O 3.515529 2.784763 2.125362 -0.6 -0.3 0.4 -0.07
H 1.761270 1.526001 0.612942 -0.9 0.8 0.2 0.00
H 1.558772 0.099954 -4.933951 -0.1 -0.2 -0.4 0.06
O 0.328855 3.375173 -1.006724 -0.5 -0.6 -0.8 -0.07
O 1.911037 -2.986040 -1.857145 0.1 0.0 0.6 -0.05
H -0.957134 -2.132575 -3.046772 -0.9 0.3 -0.2 0.06
O 2.735371 0.437722 0.156282 0.5 0.1 0.4 0.00
H -0.892189 -1.871072 -1.468659 -0.5 0.2 -0.1 0.05
H -1.611250 -0.653818 2.840897 0.4 -1.7 1.0 0.07
H 0.258309 0.270445 0.455893 -0.2 0.2 0.0 0.01
H -2.871486 0.018505 -0.242184 1.1 0.0 -0.9 0.01
H 0.466593 2.459866 0.614402 0.6 0.3 0.0 0.03
H 1.347751 0.648319 2.267373 -0.4 -0.1 0.3 0.01
H -1.158570 2.515774 -3.800741 0.1 -0.7 -1.0 0.05
O -0.947722 -1.638665 2.713614 0.9 0.5 0.2 0.08
O 1.523154 -2.985320 2.717397 -0.9 0.3 1.1 -0.05
H -0.830966 -2.135706 3.542865 -0.9 -0.3 0.1 0.14
H -0.444047 3.940671 -0.944726 0.2 0.5 0.4 0.04
H 3.592810 -3.433038 0.369655 0.1 -0.1 -0.5 0.05
H -3.415547 -1.905493 1.255921 -0.2 0.2 -0.8 0.02
O -0.490062 -2.280060 -2.237902 0.9 0.3 -0.3 -0.05
O -4.195169 -1.555941 1.684098 -0.1 -0.2 1.4 -0.04
H 2.313772 -3.476440 2.503297 0.2 0.0 -0.4 0.04
H 0.105159 1.402401 -3.602917 1.6 -1.6 -2.1 -0.03
H 0.002217 -1.275009 2.729971 -0.3 0.9 -0.8 0.06
O 1.113721 2.020235 1.204411 -0.1 -0.3 -0.1 -0.14
O -0.082313 4.863642 0.962769 0.5 -0.2 -0.1 -0.03
O -0.529231 1.992098 -3.307752 -1.4 1.8 3.2 -0.03
H 1.478001 -2.282655 -2.352698 0.0 -0.4 -0.5 0.03
O 1.077974 -0.302955 -4.208014 0.1 0.2 0.8 -0.03
H 2.804030 0.145801 -0.746172 0.3 -0.2 -0.6 0.08
H -2.750729 0.394517 4.164969 0.1 -0.5 0.2 0.14
H 2.464773 -2.561549 -0.289826 0.3 -0.6 -0.5 -0.02
H -2.288239 1.058571 2.838776 0.0 0.0 0.0 0.13
H -0.312690 -3.952591 -1.473861 0.0 -0.1 0.5 0.00
H -3.316076 0.125704 -1.885138 1.1 -0.5 0.1 0.02
O 2.965132 -2.727489 0.518813 0.3 0.4 1.1 -0.07
O -2.317950 0.223428 3.322559 -0.3 1.5 -0.6 0.12
H 3.495039 1.012868 0.349641 0.1 -0.2 0.0 0.09
H -2.977695 3.155330 -2.635601 -0.3 0.1 -0.1 0.06
H -3.090457 1.669765 -2.589113 0.0 0.1 0.0 0.00
H -4.680056 -0.897702 1.190612 0.3 -0.1 -0.8 0.03
H -0.265333 -4.374098 0.025790 0.2 -0.2 -0.1 0.02
H 0.257425 -0.685335 -4.525964 0.1 0.1 -0.5 0.05
H -0.765585 0.717659 -0.611394 0.2 0.5 -0.4 0.03
H 0.941819 -3.051870 1.958198 0.4 -0.2 -0.4 0.02
H 2.546160 2.754955 1.981504 0.4 0.2 -0.3 0.00
O 1.153301 -0.076300 2.900332 0.2 -0.5 -0.1 -0.04
H 0.477235 4.997937 1.732346 -0.1 0.1 0.1 0.06
H -0.961113 5.140530 1.173723 -0.7 0.5 0.6 0.04
H 2.501404 -3.537647 -2.368073 0.1 0.3 -0.5 0.08
O -3.504013 0.075125 -0.955940 -2.2 0.2 0.8 -0.02
```
Positions in Å, forces in eV/Å.

=====

Entry 4:
One molecule with the formula H3INO2P. Source: OMol25; level of theory: wB97M-V/def2-TZVPD.

Energy relative to the best compared isomer or geometry (same formula, charge and spin): 16.0 kcal per mole
Structure (SMILES): OP(O)NI
Kohn-Sham gap (alpha / beta): 6.9 / 6.9 eV
Total charge: 0
E_HOMO (alpha / beta): -9.396 / -9.394 eV

XYZ file:
```
8
Properties=species:S:1:pos:R:3:forces:R:3:lowdin_charge:R:1
I 3.261734 -0.043771 0.269345 -2.8 -0.9 -0.4 0.42
O -1.500727 -0.558406 0.381364 -0.3 0.3 0.7 -0.28
H -1.528583 -1.028772 -0.443687 0.1 -0.2 -1.0 0.05
O -0.000053 1.556413 -0.082078 -1.3 -0.6 0.8 -0.32
P -0.150899 0.195548 0.847950 0.3 0.9 0.5 0.60
H 0.921018 -1.702238 0.322893 0.4 -0.6 0.3 -0.05
N 0.884341 -0.800799 -0.129564 2.6 0.9 -0.1 -0.39
H 0.858389 1.560872 -0.472793 1.0 0.2 -0.8 -0.04
```
Positions in Å, forces in eV/Å.

=====

Entry 5:
A 2-piece molecular cluster, H3N2O2 overall. Source: OMol25; level of theory: wB97M-V/def2-TZVPD.

Energy relative to the best compared isomer or geometry (same formula, charge and spin): 37.8 kcal per mole
Kohn-Sham gap (alpha / beta): 6.7 / 6.9 eV
Total charge: -1
E_HOMO (alpha / beta): -1.607 / -1.813 eV

XYZ file:
```
7
Properties=species:S:1:pos:R:3:forces:R:3:lowdin_charge:R:1
H -0.742543 -0.438026 0.107842 0.0 0.2 -0.1 0.00
H 0.396195 1.174575 -1.500482 0.0 -0.6 0.1 -0.20
N 1.703021 -0.085893 -0.482873 1.2 1.7 -0.2 -0.26
O 0.965210 -1.206508 -0.301020 -1.9 -0.8 0.8 -0.31
H 0.284630 -0.264936 1.383996 -0.1 -1.3 -1.6 0.06
O 1.783359 0.537272 0.556193 0.9 0.8 0.1 -0.26
N -0.078537 -0.976708 0.671305 -0.1 0.0 0.9 -0.04
```
Positions in Å, forces in eV/Å.